Record 1
The following is a quantum chemistry calculation of C17H22N2O4SeW as an isolated structure in a non-equilibrium geometry, from the OMol25 dataset.

```
47
Properties=species:S:1:pos:R:3:mulliken_charge:R:1
W 0.6414 0.0480 0.4333 1.212
C -1.6575 -2.2386 3.6244 -1.462
C -1.2916 -1.6676 2.2416 0.262
C -0.5989 -2.7142 1.3508 -0.951
C -0.3752 -0.4771 2.4188 -0.435
C -0.8016 0.8631 2.2535 -0.023
C 0.0906 1.9260 2.4138 -0.753
C 1.4554 1.7188 2.7698 0.968
C 2.3525 2.8658 3.0177 -1.612
C 1.8868 0.3840 2.8842 -1.198
C 0.9980 -0.6912 2.7185 0.368
H -2.3237 -3.0911 3.4834 0.438
H -2.1759 -1.5046 4.2411 0.431
H -0.7675 -2.5884 4.1517 0.404
H -2.2080 -1.3155 1.7612 0.474
H 0.0343 -3.3970 1.9196 0.462
H 0.0886 -2.2826 0.5768 0.255
H -1.3191 -3.3034 0.7845 0.397
H -1.8532 1.0689 2.0798 0.653
H -0.2812 2.9426 2.3188 0.597
H 3.4062 2.5946 3.0262 0.457
H 2.1040 3.2528 4.0211 0.416
H 2.1636 3.6936 2.3302 0.443
H 2.9149 0.1736 3.1663 0.565
H 1.3495 -1.7019 2.9002 0.522
O 4.2484 -0.6621 -1.1053 -0.122
C 3.2891 -0.1606 -0.7403 0.350
O 2.1128 -0.8496 -0.1312 -0.515
C 2.9198 1.3721 -0.7615 0.562
O 3.5674 2.2425 -1.1284 -0.167
O 1.5572 1.4982 -0.1947 -0.414
C -0.1796 2.3680 -3.2591 -0.672
N -0.8097 1.1017 -3.6901 0.108
C -1.1704 0.8455 -4.9714 -0.362
C -1.7921 -0.3827 -4.9912 -0.294
N -1.8110 -0.8540 -3.7215 0.073
C -2.4143 -2.1578 -3.3294 -0.811
C -1.1933 0.0528 -2.9302 0.274
Se -1.1526 -0.1936 -1.0938 0.160
H -0.8709 3.1852 -3.4526 0.358
H 0.7403 2.5085 -3.8215 0.375
H 0.0223 2.3128 -2.1943 0.078
H -0.9819 1.5431 -5.7753 0.549
H -2.2198 -0.9332 -5.8167 0.500
H -2.8763 -2.5780 -4.2180 0.304
H -3.1848 -1.9893 -2.5803 0.404
H -1.6325 -2.8279 -2.9802 0.368
```

Its total charge is +4. Its orbital gap (spin up / spin down) is 0.19642 / 0.19650 Eh. The value obtained for the HOMO energy (spin up / spin down) is -22.2 / -22.2 eV. For the relative energy (zero: lowest compared OMol25 entry of this formula, charge and spin), the calculation gives 221.4 kJ/mol. As for the multiplicity: 1.

***

Record 2
The following is a quantum chemistry calculation of an isolated molecule of C17H22N2O5 in a non-equilibrium geometry, from the OMol25 dataset.

```
46
Properties=species:S:1:pos:R:3:nbo_charge:R:1
C -1.9403 -0.8938 2.9649 -0.639
C -1.4904 0.0827 1.9286 0.054
C -2.0891 0.0930 0.6822 -0.234
C -1.7078 0.9747 -0.3311 0.199
C -0.7122 1.9209 -0.0150 0.016
C -0.1101 1.9096 1.2447 -0.174
C -0.4657 1.0012 2.2174 -0.040
C 0.2118 1.0076 3.5501 -0.632
H 0.6870 0.0463 3.7417 0.220
H -0.5092 1.1846 4.3470 0.221
H 0.9707 1.7837 3.5912 0.224
H 0.6495 2.6524 1.4396 0.246
N -0.2659 2.9207 -0.9287 0.523
O 0.7748 3.4936 -0.6794 -0.375
O -0.9501 3.1671 -1.9117 -0.404
N -2.3096 0.9582 -1.5732 -0.630
C -2.8995 -0.0399 -2.2985 0.663
O -3.5951 0.2303 -3.2470 -0.562
C -2.6279 -1.5019 -1.9396 -0.190
H -2.6313 -2.0485 -2.8907 0.252
H -3.4368 -1.8852 -1.3105 0.213
O -1.4076 -1.7443 -1.2577 -0.525
C -0.3385 -2.0772 -2.0114 0.810
O -0.3725 -2.1648 -3.2066 -0.581
C 0.8699 -2.3154 -1.1434 -0.488
C 1.3925 -0.9894 -0.5832 -0.214
C 1.8225 0.0008 -1.6720 -0.414
H 0.9790 0.5725 -2.0585 0.207
H 2.2468 -0.5488 -2.5128 0.211
C 2.8910 0.8990 -1.0226 -0.416
H 3.7962 0.9057 -1.6282 0.207
H 2.5523 1.9300 -0.9321 0.226
C 3.1708 0.2908 0.3606 -0.400
H 4.2269 0.3341 0.6214 0.212
H 2.6101 0.8270 1.1271 0.193
C 2.6553 -1.1422 0.2640 -0.388
H 2.4557 -1.5848 1.2393 0.205
H 3.3777 -1.7688 -0.2609 0.195
H 0.6083 -0.5442 0.0347 0.209
H 1.6366 -2.7975 -1.7506 0.228
H 0.5886 -2.9714 -0.3184 0.228
H -2.2777 1.8543 -2.0674 0.453
H -2.8909 -0.5986 0.4873 0.217
H -2.7397 -1.5242 2.5867 0.221
H -1.1102 -1.5292 3.2708 0.226
H -2.2962 -0.3709 3.8517 0.227
```

The structure (SMILES) is Cc1cc(NC(=O)COC(=O)CC2CCCC2)c([N+](=O)[O-])cc1C. Its total charge is 0. Its orbital gap is 0.30462 Eh. The value obtained for the HOMO energy is -9.0 eV. For the relative energy (zero: lowest compared OMol25 entry of this formula, charge and spin), the calculation gives 305.3 kJ/mol. As for the multiplicity: 1.

***

Record 3
The following is a quantum chemistry calculation of C17H22N2Ru as an isolated structure in a non-equilibrium geometry, from the OMol25 dataset.

```
42
Properties=species:S:1:pos:R:3:lowdin_spin:R:1
C 0.9214 -1.2190 -1.7942 0.022
C -0.4985 -1.0960 -2.0020 0.099
C -1.1777 -1.7888 -0.9610 0.033
C -0.2082 -2.3000 -0.0697 0.117
C 1.1078 -1.9710 -0.5727 0.037
Ru 0.1694 -0.1480 -0.1491 1.351
C -1.5296 1.5544 -0.8492 0.025
C -0.3466 1.8401 -1.4299 0.038
C 0.5037 2.5205 -2.1930 0.012
N 1.3450 0.9934 0.2171 0.948
H -2.2508 -1.9626 -0.8895 0.003
H -0.9667 -0.6477 -2.8701 0.014
H -0.4274 -2.9019 0.8032 0.011
H 2.0426 -2.2168 -0.1144 0.006
H 1.6949 -0.8236 -2.4225 0.003
H -2.2629 0.9455 -1.3802 0.001
H 2.1960 1.5683 0.3508 0.056
H -1.9280 2.0829 0.0170 -0.001
H 0.2358 3.3241 -2.8848 0.000
H 1.5638 2.2699 -2.1827 0.004
C -2.2034 1.2804 3.2248 0.006
N -1.1227 2.1505 3.6541 0.046
C -1.0454 2.2952 5.1041 0.008
C 0.1415 1.9398 2.9276 0.064
C 0.7266 0.5684 3.1854 0.508
C 1.2778 0.3518 4.4757 0.382
C 1.7088 -0.9103 4.8540 0.069
C 1.6401 -1.9461 3.9446 0.457
C 1.1344 -1.7065 2.6465 0.316
C 0.6939 -0.4664 2.2742 0.269
H -3.1265 1.6136 3.7285 0.000
H -2.0025 0.2196 3.5122 0.003
H -2.3136 1.3307 2.1264 0.000
H -0.9197 1.3089 5.6120 0.004
H -0.2062 2.9543 5.3887 0.002
H -2.0021 2.7307 5.4457 0.002
H -0.0897 2.1037 1.8591 0.002
H 0.8381 2.7283 3.2803 0.017
H 1.3195 1.1933 5.1745 0.026
H 2.0847 -1.0612 5.8568 -0.007
H 1.9621 -2.9504 4.2004 0.029
H 1.1475 -2.5267 1.9419 0.017
```

Its total charge is -1. As for the expectation value of S²: 8.81. Its orbital gap (spin up / spin down) is 0.15464 / 0.15939 Eh. The value obtained for the HOMO energy (spin up / spin down) is -0.8 / -3.1 eV. As for the multiplicity: 6.

***

Record 4
The following is a quantum chemistry calculation of an isolated molecule of C17H22N2S in a non-equilibrium geometry, from the OMol25 dataset.

```
42
Properties=species:S:1:pos:R:3:nbo_charge:R:1
N -2.8526 0.3796 0.4963 -0.451
S -2.3786 2.4587 1.9451 0.376
C -3.2830 1.0079 1.5527 0.088
C -1.3204 2.0927 0.6248 -0.447
C -1.7316 0.9907 -0.0611 0.118
C 5.0896 -3.3156 0.1528 -0.227
C 5.2913 -2.1526 0.9282 -0.200
C 4.1901 -3.2829 -0.9175 -0.213
C 4.5641 -0.9826 0.6086 -0.222
C 3.4767 -2.1082 -1.2483 -0.182
C 3.6644 -0.9486 -0.4627 -0.013
N 0.4989 0.8075 -1.2600 -0.437
C -0.9437 0.4360 -1.2199 -0.241
C -6.2971 1.2748 0.8745 -0.611
C -4.4073 0.4522 2.3965 -0.449
C 1.1780 0.4503 -2.5095 -0.214
C -5.6532 1.2876 2.2983 -0.379
C 1.3441 0.1453 -0.2341 -0.220
C 2.6525 0.6789 -2.1298 -0.409
C 2.7945 0.3061 -0.6834 -0.247
H -0.5042 2.7023 0.3013 0.251
H 5.6590 -4.2263 0.4197 0.215
H 5.9987 -2.2074 1.7400 0.214
H 4.1352 -4.1724 -1.5317 0.210
H 4.6778 -0.0933 1.2121 0.211
H 2.7347 -2.1586 -2.0638 0.207
H -1.4542 0.8309 -2.1137 0.216
H -1.0015 -0.6442 -1.1917 0.190
H -5.5530 1.7625 0.2291 0.210
H -6.4985 0.2327 0.5561 0.206
H -7.2426 1.8062 0.8673 0.210
H -4.1129 0.4107 3.4430 0.221
H -4.5872 -0.5614 2.0635 0.232
H 1.0212 -0.6353 -2.7656 0.151
H 0.8522 1.0252 -3.3858 0.208
H -5.4093 2.3161 2.6013 0.196
H -6.3627 0.8898 3.0026 0.201
H 1.2387 0.6082 0.7603 0.210
H 1.1092 -0.9124 -0.1588 0.175
H 2.8866 1.7418 -2.2654 0.215
H 3.3529 0.1515 -2.7670 0.217
H 3.1831 1.1557 -0.1044 0.213
```

The structure (SMILES) is CCCc1nc(CN2CC[C@H](c3ccccc3)C2)cs1. Its total charge is 0. Its orbital gap is 0.34731 Eh. The value obtained for the HOMO energy is -8.7 eV. For the relative energy (zero: lowest compared OMol25 entry of this formula, charge and spin), the calculation gives 0.0 kJ/mol. As for the multiplicity: 1.